# 1
The following is a quantum chemistry calculation of a 2-piece molecular cluster, C4H9NOS2 overall in a non-equilibrium geometry, from OMol25.

Element x y z (Å)
C (-2.92, 0.39, 0.54)
C (-1.32, 0.18, 0.40)
C (-0.68, -0.37, -0.84)
C (1.92, -0.18, -0.32)
H (-3.21, 0.22, 1.74)
H (-3.44, -0.32, -0.33)
H (-3.22, 1.57, 0.14)
H (-0.85, -0.58, 1.21)
H (-0.71, 1.18, 0.62)
H (-1.57, -0.92, -1.36)
H (-0.37, 0.49, -1.56)
H (3.06, -1.72, 0.40)
H (4.05, 0.78, -0.60)
N (2.83, -0.73, 0.61)
O (3.89, 0.06, 0.75)
S (0.74, -1.46, -0.67)
S (1.81, 1.41, -0.72)

Summary:
Highest occupied orbital energy in eV: -9.21
Relative energy (zero: lowest compared OMol25 entry of this formula, charge and spin) in kcal/mol: 155.5
Net charge: 0

Atomic partial charges in e from the natural (NBO) method, atoms 1 to 8:
1 C -0.6401
2 C -0.4511
3 C -0.5774
4 C -0.1565
5 H 0.2480
6 H 0.2150
7 H 0.2215
8 H 0.2103

***

# 2
The following is a quantum chemistry calculation of C34H48FN5O5PtS2Si2 as an isolated structure in a non-equilibrium geometry, from OMol25.

Element x y z (Å)
Pt (0.33, -0.23, 0.47)
C (3.28, 1.02, -3.01)
C (2.37, -0.16, -3.38)
C (2.85, -0.86, -4.65)
C (0.92, 0.26, -3.52)
C (0.58, 1.21, -4.47)
C (-0.74, 1.58, -4.64)
C (-1.72, 0.96, -3.89)
C (-1.42, -0.02, -2.95)
C (-2.63, -0.68, -2.32)
C (-3.30, -1.55, -3.40)
C (-2.41, -1.53, -1.08)
C (-0.07, -0.34, -2.72)
N (0.33, -1.22, -1.71)
C (0.50, -2.49, -2.05)
C (0.27, -2.99, -3.36)
C (0.47, -4.30, -3.71)
C (0.92, -5.22, -2.77)
C (1.13, -4.79, -1.46)
C (0.92, -3.48, -1.13)
F (1.12, -3.10, 0.17)
H (4.32, 0.70, -3.00)
H (3.02, 1.38, -2.02)
H (3.17, 1.84, -3.71)
H (2.43, -0.88, -2.55)
H (2.82, -0.20, -5.51)
H (2.22, -1.72, -4.85)
H (3.87, -1.21, -4.52)
H (1.34, 1.67, -5.09)
H (-1.01, 2.35, -5.36)
H (-2.76, 1.24, -4.04)
H (-3.32, 0.13, -2.04)
H (-2.62, -2.35, -3.69)
H (-3.56, -0.98, -4.28)
H (-4.21, -2.00, -3.00)
H (-1.89, -2.46, -1.34)
H (-3.38, -1.78, -0.65)
H (-1.83, -0.98, -0.34)
H (-0.10, -2.28, -4.10)
H (0.28, -4.62, -4.72)
H (1.08, -6.26, -3.04)
H (1.44, -5.49, -0.70)
O (1.95, 1.97, 0.83)
N (1.28, 2.57, 1.68)
O (1.70, 3.62, 2.17)
O (0.20, 2.11, 2.04)
C (-1.91, -2.22, 2.24)
Si (-0.28, -1.96, 3.21)
C (-0.83, -1.12, 4.86)
C (0.32, -3.73, 3.67)
C (1.00, -0.84, 2.39)
Si (2.86, -1.15, 2.28)
C (3.50, -2.90, 2.75)
C (3.80, 0.02, 3.50)
C (3.63, -0.81, 0.56)
H (-2.65, -2.77, 2.82)
H (-1.73, -2.77, 1.33)
H (-2.34, -1.26, 1.98)
H (-1.66, -1.63, 5.34)
H (-1.17, -0.11, 4.62)
H (-0.03, -1.03, 5.58)
H (-0.49, -4.35, 4.06)
H (1.11, -3.72, 4.42)
H (0.72, -4.22, 2.79)
H (0.89, 0.12, 2.91)
H (3.30, -3.15, 3.79)
H (4.58, -2.97, 2.60)
H (3.04, -3.65, 2.13)
H (3.43, -0.08, 4.52)
H (3.66, 1.05, 3.20)
H (4.87, -0.18, 3.52)
H (3.44, -1.63, -0.13)
H (4.70, -0.65, 0.61)
H (3.17, 0.09, 0.15)
N (-1.15, 6.38, 4.09)
C (-1.87, 5.38, 3.44)
C (-1.82, 4.06, 3.91)
C (-2.51, 3.06, 3.25)
C (-3.27, 3.37, 2.14)
C (-3.38, 4.67, 1.70)
C (-2.68, 5.68, 2.35)
S (-3.96, 2.03, 1.16)
O (-4.73, 2.63, 0.08)
O (-4.72, 1.16, 2.03)
N (-2.67, 1.23, 0.61)
C (-1.86, 1.87, -0.17)
S (-2.24, 3.43, -0.94)
C (-0.63, 3.45, -1.62)
C (0.02, 2.33, -1.28)
N (-0.66, 1.45, -0.51)
H (-0.33, 6.02, 4.56)
H (-0.92, 7.16, 3.48)
H (-1.20, 3.83, 4.76)
H (-2.45, 2.04, 3.57)
H (-4.00, 4.89, 0.85)
H (-2.73, 6.70, 1.99)
H (-0.30, 4.27, -2.22)
H (1.04, 2.09, -1.55)

Summary:
Highest occupied orbital energy (alpha / beta) in eV: -2.20 / -2.10
Spin multiplicity: 3
Relative energy (zero: lowest compared OMol25 entry of this formula, charge and spin) in kcal/mol: 12.2
⟨S²⟩: 2.00
Net charge: -2

Atomic partial charges in e from the Mulliken method, atoms 1 to 8:
1 Pt 2.3163
2 C -1.4828
3 C 1.5249
4 C -1.6864
5 C 0.8621
6 C -0.1934
7 C -1.4727
8 C -0.4173

***

# 3
The following is a quantum chemistry calculation of C3HO2Yb as an isolated structure in a non-equilibrium geometry, from OMol25.

Element x y z (Å)
C (-0.66, -2.01, -2.29)
H (-1.08, -2.92, -2.68)
C (-0.17, -1.02, -1.79)
O (0.79, 0.97, -1.75)
C (0.56, 0.03, -0.98)
Yb (1.02, 0.95, 2.29)
O (0.16, 0.16, 0.22)

Summary:
Highest occupied orbital energy (alpha / beta) in eV: -9.97 / -13.21
Spin multiplicity: 3
⟨S²⟩: 2.01
Net charge: +1

Now the natural (NBO) charges, all in e:
1 C 0.0408
2 H 0.2728
3 C -0.1440
4 O -0.1308
5 C 0.7305
6 Yb 0.9860
7 O -0.7552

***

# 4
The following is a quantum chemistry calculation of C58H27Cl2F15GeN5O4S4Sn as an isolated structure, from OMol25.

Element x y z (Å)
Sn (-1.21, 0.47, -0.54)
Cl (-0.35, -3.63, 0.71)
C (-1.48, -3.20, 1.99)
Cl (-2.76, -2.09, 1.45)
H (-0.93, -2.70, 2.78)
H (-1.96, -4.11, 2.33)
S (-5.01, -4.93, -4.80)
C (-6.32, -5.51, -3.86)
C (-6.16, -5.20, -2.54)
C (-4.96, -4.48, -2.30)
C (-4.22, -4.26, -3.42)
C (-2.95, -3.51, -3.55)
C (-2.35, -2.95, -2.40)
N (-1.27, -2.22, -2.42)
C (-0.67, -1.98, -3.60)
C (-1.16, -2.50, -4.81)
C (-0.50, -2.20, -6.05)
C (0.57, -1.38, -6.07)
C (1.10, -0.82, -4.85)
C (2.19, 0.06, -4.86)
C (2.67, 0.57, -3.67)
C (2.02, 0.14, -2.49)
N (0.99, -0.66, -2.46)
C (0.51, -1.14, -3.62)
C (3.79, 1.52, -3.64)
C (4.74, 1.75, -4.59)
C (5.68, 2.75, -4.22)
C (5.44, 3.26, -2.98)
S (4.06, 2.55, -2.28)
C (-2.33, -3.28, -4.75)
H (-7.13, -6.05, -4.33)
H (-6.87, -5.47, -1.78)
H (-4.67, -4.12, -1.32)
H (-2.80, -3.10, -1.42)
H (-0.89, -2.62, -6.97)
H (1.06, -1.13, -7.01)
H (2.61, 0.37, -5.80)
H (2.38, 0.49, -1.52)
H (4.78, 1.21, -5.53)
H (6.51, 3.06, -4.84)
H (5.99, 4.01, -2.45)
H (-2.74, -3.68, -5.67)
S (-5.92, 0.10, 0.51)
C (-5.85, -0.51, -1.12)
C (-6.84, -1.14, -1.87)
C (-6.55, -1.47, -3.18)
C (-5.30, -1.16, -3.74)
C (-4.31, -0.55, -2.99)
C (-4.59, -0.24, -1.66)
N (-3.72, 0.39, -0.78)
C (-4.27, 0.66, 0.36)
C (-3.55, 1.42, 1.39)
C (-4.18, 1.81, 2.57)
C (-3.50, 2.59, 3.49)
C (-2.19, 2.97, 3.22)
C (-1.57, 2.55, 2.05)
C (-2.22, 1.76, 1.10)
H (-7.81, -1.36, -1.44)
H (-7.30, -1.95, -3.79)
H (-5.10, -1.40, -4.78)
H (-3.35, -0.27, -3.40)
H (-5.21, 1.52, 2.77)
H (-3.99, 2.90, 4.41)
H (-1.65, 3.59, 3.93)
H (-0.54, 2.84, 1.89)
C (1.90, 2.93, 0.96)
C (1.11, 3.25, -0.26)
N (0.28, 2.47, -0.91)
C (-0.15, 3.15, -2.04)
C (0.44, 4.37, -2.07)
N (1.21, 4.44, -0.92)
C (0.34, 5.56, -2.96)
O (-0.11, 6.68, -2.32)
O (0.66, 5.61, -4.11)
C (-1.13, 2.51, -2.97)
O (-1.36, 3.05, -4.04)
O (-1.64, 1.41, -2.52)
H (1.50, 2.02, 1.42)
H (1.87, 3.74, 1.68)
H (2.95, 2.74, 0.69)
H (1.83, 5.19, -0.67)
H (-0.47, 6.43, -1.46)
F (1.64, 2.65, 3.89)
C (1.49, 2.11, 5.11)
C (1.82, 0.78, 5.34)
C (1.64, 0.33, 6.64)
F (1.93, -0.93, 6.98)
C (1.18, 1.15, 7.65)
F (1.05, 0.68, 8.90)
C (0.86, 2.46, 7.38)
F (0.41, 3.26, 8.35)
C (1.02, 2.95, 6.10)
F (0.72, 4.23, 5.84)
Ge (2.13, -0.35, 3.73)
S (0.46, -0.28, 2.47)
C (3.82, 0.30, 2.87)
C (4.60, 1.37, 3.24)
F (4.35, 2.07, 4.36)
C (5.70, 1.79, 2.50)
F (6.43, 2.83, 2.90)
C (6.04, 1.11, 1.36)
F (7.10, 1.49, 0.64)
C (5.30, 0.01, 0.96)
F (5.66, -0.68, -0.12)
C (4.21, -0.36, 1.71)
F (3.54, -1.45, 1.31)
C (2.63, -2.17, 4.41)
C (1.60, -2.98, 4.87)
F (0.36, -2.50, 5.01)
C (1.79, -4.30, 5.24)
F (0.78, -5.05, 5.68)
C (3.06, -4.84, 5.16)
F (3.27, -6.11, 5.53)
C (4.11, -4.07, 4.72)
F (5.34, -4.59, 4.66)
C (3.88, -2.76, 4.35)
F (4.96, -2.07, 3.94)

Summary:
Highest occupied orbital energy in eV: -4.90
Relative energy (zero: lowest compared OMol25 entry of this formula, charge and spin) in kcal/mol: 23.0
Net charge: -1

Atomic partial charges in e from the Mulliken method, atoms 1 to 8:
1 Sn 1.3030
2 Cl -0.1101
3 C 0.0048
4 Cl 0.0047
5 H -0.2836
6 H 0.4748
7 S -0.1915
8 C -0.3615

***

# 5
The following is a quantum chemistry calculation of C46H46N3P2SSiTc as an isolated structure, from OMol25.

Element x y z (Å)
Tc (-0.63, 1.28, -0.35)
C (-2.42, -0.58, 3.66)
C (-1.98, -0.44, 2.34)
N (-1.22, 0.55, 1.92)
C (-0.87, 1.51, 2.82)
C (-1.25, 1.45, 4.17)
C (-2.04, 0.36, 4.57)
C (-0.83, 2.48, 5.07)
C (-0.10, 3.53, 4.64)
C (0.26, 3.65, 3.26)
C (0.96, 4.76, 2.76)
C (1.23, 4.85, 1.42)
C (0.78, 3.83, 0.58)
N (0.13, 2.75, 1.02)
C (-0.13, 2.66, 2.35)
H (-3.05, -1.42, 3.94)
H (-2.28, -1.18, 1.59)
H (-2.35, 0.29, 5.61)
H (-1.14, 2.42, 6.11)
H (0.22, 4.30, 5.33)
H (1.28, 5.55, 3.44)
H (1.76, 5.69, 1.00)
H (0.95, 3.89, -0.49)
C (-3.18, 3.73, -1.20)
P (-2.89, 2.15, -0.34)
C (-3.79, 2.43, 1.23)
C (-3.92, 0.95, -1.26)
C (-5.30, 0.89, -1.12)
C (-6.04, -0.03, -1.85)
C (-5.40, -0.89, -2.74)
C (-4.02, -0.83, -2.90)
C (-3.28, 0.09, -2.16)
P (-1.48, 0.29, -2.37)
C (-0.88, -1.27, -3.10)
C (-1.36, 1.39, -3.84)
H (-4.25, 3.88, -1.35)
H (-2.68, 3.76, -2.17)
H (-2.79, 4.55, -0.58)
H (-4.69, 3.00, 1.04)
H (-3.15, 3.00, 1.90)
H (-4.05, 1.48, 1.70)
H (-5.82, 1.56, -0.44)
H (-7.12, -0.08, -1.73)
H (-5.98, -1.60, -3.32)
H (-3.54, -1.49, -3.61)
H (-1.22, -1.38, -4.13)
H (-1.23, -2.13, -2.52)
H (0.21, -1.27, -3.11)
H (-2.13, 1.10, -4.55)
H (-0.38, 1.28, -4.30)
H (-1.50, 2.43, -3.56)
N (1.33, 0.50, -0.58)
S (2.70, 1.28, -0.16)
C (3.20, 2.30, -1.55)
C (4.44, 2.94, -1.48)
C (4.82, 3.78, -2.52)
C (3.97, 3.97, -3.61)
C (2.74, 3.34, -3.66)
C (2.35, 2.49, -2.62)
C (4.04, 0.12, -0.16)
C (4.66, -0.11, 1.06)
C (5.77, -0.96, 1.10)
C (6.21, -1.56, -0.08)
C (5.56, -1.33, -1.29)
C (4.47, -0.48, -1.34)
H (1.54, -0.23, -1.26)
H (5.10, 2.78, -0.63)
H (5.78, 4.28, -2.48)
H (4.28, 4.62, -4.41)
H (2.09, 3.49, -4.51)
H (1.39, 1.99, -2.65)
H (4.32, 0.38, 1.96)
H (6.28, -1.14, 2.03)
H (7.09, -2.20, -0.05)
H (5.93, -1.79, -2.20)
H (3.99, -0.26, -2.28)
C (-3.28, -5.14, 3.15)
C (-3.68, -4.58, 1.94)
C (-2.75, -3.96, 1.13)
C (-1.40, -3.94, 1.51)
C (-1.00, -4.53, 2.72)
C (-1.95, -5.11, 3.54)
Si (-0.21, -3.16, 0.43)
C (1.30, -3.92, -0.20)
C (1.38, -4.24, -1.56)
C (2.50, -4.88, -2.05)
C (3.55, -5.19, -1.19)
C (3.48, -4.86, 0.16)
C (2.36, -4.24, 0.66)
H (-4.02, -5.61, 3.79)
H (-4.72, -4.62, 1.64)
H (-3.07, -3.52, 0.19)
H (0.05, -4.54, 3.02)
H (-1.64, -5.57, 4.48)
H (-0.54, -1.78, 0.00)
H (0.56, -4.01, -2.25)
H (2.56, -5.16, -3.10)
H (4.43, -5.70, -1.57)
H (4.30, -5.11, 0.82)
H (2.30, -4.00, 1.72)

Summary:
Highest occupied orbital energy (alpha / beta) in eV: -15.21 / -14.91
Spin multiplicity: 4
Relative energy (zero: lowest compared OMol25 entry of this formula, charge and spin) in kcal/mol: 5.3
⟨S²⟩: 3.77
Net charge: +3

Atomic partial charges in e from the natural (NBO) method, atoms 1 to 8:
1 Tc 0.6268
2 C -0.2399
3 C 0.0578
4 N -0.4964
5 C 0.1159
6 C 0.0059
7 C -0.1238
8 C -0.1766

***

# 6
The following is a quantum chemistry calculation of C6H10N2O3 as an isolated structure in a non-equilibrium geometry, from OMol25.

Element x y z (Å)
C (0.51, 0.27, -0.48)
C (0.64, -0.68, 1.31)
C (0.35, -0.24, -1.66)
C (0.28, 0.42, 2.20)
C (-0.50, 0.01, 3.42)
C (-0.41, -0.41, -3.87)
N (0.11, 1.50, 0.10)
N (-0.47, 1.42, 1.36)
O (0.98, -1.46, -1.94)
O (1.02, -1.75, 1.60)
O (-0.22, 0.37, -2.68)
H (1.14, 1.01, 2.47)
H (-1.55, 0.48, 3.19)
H (-0.13, 0.41, 4.43)
H (-0.60, -1.14, 3.46)
H (-0.63, 0.36, -4.73)
H (-1.16, -1.21, -3.63)
H (0.62, -0.75, -4.15)
H (-0.15, 2.26, -0.55)
H (-1.38, 0.96, 1.41)
H (1.56, -1.83, -1.25)

Summary:
Highest occupied orbital energy (alpha / beta) in eV: -4.53 / -8.60
Spin multiplicity: 3
Relative energy (zero: lowest compared OMol25 entry of this formula, charge and spin) in kcal/mol: 67.2
⟨S²⟩: 2.02
Net charge: 0

Atomic partial charges in e from the natural (NBO) method, atoms 1 to 8:
1 C -0.0246
2 C 0.4238
3 C 0.5332
4 C -0.2291
5 C -0.6132
6 C -0.2762
7 N -0.3587
8 N -0.4350

***

# 7
The following is a quantum chemistry calculation of an isolated molecule of C6H15N in a non-equilibrium geometry, from OMol25.

Element x y z (Å)
C (1.29, -1.01, -0.57)
C (2.45, -1.22, -1.49)
C (0.75, 0.43, -0.66)
N (-0.40, 0.82, 0.22)
C (-1.63, 0.05, 0.10)
C (-2.87, 0.76, 0.70)
C (0.13, 0.81, 1.59)
H (0.50, -1.72, -0.84)
H (1.56, -1.16, 0.48)
H (2.02, -1.39, -2.50)
H (2.94, -0.22, -1.61)
H (3.14, -2.02, -1.24)
H (1.49, 1.16, -0.36)
H (0.55, 0.60, -1.71)
H (-1.56, -0.96, 0.54)
H (-1.74, 0.01, -1.00)
H (-2.88, 1.80, 0.29)
H (-3.70, 0.08, 0.43)
H (-2.72, 0.87, 1.77)
H (0.99, 1.46, 1.70)
H (0.33, -0.25, 1.77)
H (-0.63, 1.09, 2.36)

Summary:
Highest occupied orbital energy in eV: -8.28
SMILES: CCCN(C)CC
Relative energy (zero: lowest compared OMol25 entry of this formula, charge and spin) in kcal/mol: 30.3
Net charge: 0

Atomic partial charges in e from the natural (NBO) method, atoms 1 to 8:
1 C -0.4312
2 C -0.6066
3 C -0.2063
4 N -0.4427
5 C -0.2140
6 C -0.6180
7 C -0.4258
8 H 0.1991

***

# 8
The following is a quantum chemistry calculation of C8H9AsF3NO4S7Tc as an isolated structure in a non-equilibrium geometry, from OMol25.

Element x y z (Å)
Tc (-0.02, -0.37, 0.13)
S (3.51, -1.06, 3.32)
As (2.24, 0.30, 2.20)
S (0.06, 0.23, 2.42)
S (2.29, 0.33, 0.01)
S (3.75, 1.09, 3.57)
F (-4.54, 0.46, -2.03)
C (-4.00, 0.03, -3.18)
F (-4.41, 0.86, -4.15)
F (-4.50, -1.18, -3.44)
C (-2.49, 0.00, -3.12)
C (-1.75, 0.03, -4.29)
C (-0.36, 0.00, -4.24)
C (0.26, -0.07, -3.02)
N (-0.46, -0.10, -1.89)
C (-1.80, -0.06, -1.91)
S (-2.38, -0.09, -0.27)
H (-2.26, 0.08, -5.24)
H (0.23, 0.04, -5.15)
H (1.34, -0.10, -2.90)
C (0.25, 4.46, -0.31)
C (0.16, 3.22, 0.57)
O (-0.25, 2.07, -0.20)
H (0.50, 5.32, 0.31)
H (-0.70, 4.66, -0.80)
H (1.02, 4.34, -1.07)
H (-0.56, 3.38, 1.38)
H (1.13, 2.98, 1.00)
H (-1.07, 2.32, -0.65)
O (-0.63, -4.80, -1.22)
S (0.08, -5.01, -0.01)
O (1.49, -5.14, -0.04)
O (-0.63, -5.23, 1.20)
S (0.21, -2.46, 0.28)

Summary:
Highest occupied orbital energy in eV: -12.40
Relative energy (zero: lowest compared OMol25 entry of this formula, charge and spin) in kcal/mol: 33.5
Net charge: +1

Atomic partial charges in e from the natural (NBO) method, atoms 1 to 8:
1 Tc 0.1590
2 S -0.0888
3 As 0.8998
4 S -0.1564
5 S -0.2343
6 S -0.0649
7 F -0.3068
8 C 0.9813